This record from OMol25 describes 11 unconnected molecules or ions with the total composition C40H70ClN10O4. The level of theory is ωB97M-V/def2-TZVPD.

## Properties
2S+1 ... 2
Charge ... 0
Gap between HOMO and LUMO (alpha / beta) ... 0.408 / 0.156 Eh

The geometry in XYZ format:
```
125
Properties=species:S:1:pos:R:3:forces:R:3
Cl 9.710646 -17.889067 -3.977580 1.592 1.069 3.192
O 10.179727 -17.563486 -5.302662 -0.296 -0.194 -0.682
O 8.770105 -18.956026 -4.132008 -0.998 -0.596 -0.959
O 10.759513 -18.299622 -3.117077 -0.068 -0.113 -0.713
O 9.060201 -16.739444 -3.414387 -0.298 -0.279 -0.811
C 5.924866 -20.945845 -2.979499 -0.629 0.760 -0.636
C 4.788413 -19.867072 -3.093085 0.823 -1.791 1.122
C 3.469457 -20.463990 -3.618986 -0.281 -0.733 -0.026
C 2.909785 -21.653660 -2.879051 0.254 -0.402 1.280
N 2.550843 -22.610754 -2.320060 0.522 1.654 -1.018
H 6.847202 -20.450566 -2.676033 -0.009 -0.206 0.532
H 6.171342 -21.391088 -3.943392 -0.259 -0.039 -0.242
H 5.605260 -21.759923 -2.328931 0.299 0.144 0.201
H 5.201397 -18.999015 -3.606914 -0.643 -0.059 -0.549
H 4.606064 -19.535461 -2.070891 -0.065 0.188 0.081
H 3.587017 -20.954219 -4.585405 0.140 0.757 -0.528
H 2.719895 -19.673372 -3.653200 -0.161 -0.235 -0.281
C 9.567757 -14.448985 -8.291254 -0.552 -1.028 0.689
C 8.936143 -14.550100 -6.876122 -0.305 1.630 -1.785
C 9.859897 -13.940892 -5.831920 -0.011 -1.044 0.171
C 10.450185 -12.618573 -6.063124 -1.739 -2.333 0.266
N 10.947394 -11.613930 -6.196017 1.087 2.236 -0.352
H 8.807344 -14.718079 -9.024379 0.114 0.128 -0.175
H 10.336074 -15.220998 -8.333406 0.326 0.186 -0.316
H 9.985389 -13.468402 -8.519583 -0.074 -0.075 0.112
H 8.617719 -15.570221 -6.661497 0.508 -0.093 0.312
H 7.998585 -13.995333 -6.912441 -0.089 0.217 0.161
H 10.721297 -14.608559 -5.814489 0.181 -0.146 0.581
H 9.302880 -13.985123 -4.896046 0.523 0.245 0.367
C 5.807659 -15.407221 -4.018457 0.877 0.606 0.514
C 5.401011 -14.850555 -5.375014 0.035 -1.012 0.350
C 3.883508 -14.777681 -5.515120 -0.253 0.082 -0.527
C 3.258378 -16.106155 -5.568760 0.077 0.423 0.426
N 2.740205 -17.128228 -5.571394 0.031 -0.322 -0.052
H 6.892706 -15.431043 -3.917405 0.211 0.203 -0.236
H 5.543484 -16.427661 -3.740930 -0.746 0.118 -0.278
H 5.489260 -14.673034 -3.278405 -0.248 -0.368 0.422
H 5.799994 -15.529507 -6.128631 0.031 0.299 -0.384
H 5.854220 -13.863398 -5.465627 -0.138 -0.014 -0.269
H 3.576080 -14.278536 -6.434053 0.174 0.113 -0.125
H 3.433454 -14.193107 -4.712724 0.003 -0.148 0.182
C 8.664152 -13.845159 -1.128992 0.276 -0.378 0.148
C 8.488448 -14.621606 0.206519 0.670 0.775 -0.647
C 9.250936 -13.961951 1.404753 -0.324 -0.211 -0.597
C 10.681009 -13.711352 1.075543 2.676 0.263 -0.429
N 11.822010 -13.536918 0.833747 -3.517 -0.510 0.613
H 8.324884 -12.810244 -1.173028 -0.494 -0.063 0.516
H 8.135271 -14.410550 -1.896262 0.055 0.112 -0.196
H 9.709170 -13.743039 -1.421589 0.147 -0.400 0.051
H 8.874875 -15.631862 0.071734 0.221 -0.010 -0.071
H 7.417073 -14.772244 0.339044 0.032 0.347 0.705
H 9.192903 -14.597158 2.288629 0.165 -0.064 -0.026
H 8.788161 -13.017121 1.689755 0.061 0.113 -0.130
C 14.602353 -19.818228 -5.363134 0.131 1.068 -0.159
C 13.613350 -18.617815 -5.124097 0.524 -1.514 0.348
C 14.011817 -17.290713 -5.723706 0.988 0.720 0.011
C 15.262211 -16.742953 -5.161301 1.673 0.008 0.413
N 16.255182 -16.319192 -4.734772 -1.413 -0.501 -0.576
H 15.625236 -19.578638 -5.072604 -0.035 0.185 0.337
H 14.695691 -20.065918 -6.420505 -0.383 -0.091 -0.103
H 14.305496 -20.709356 -4.810089 -0.172 0.086 -0.066
H 13.504615 -18.475811 -4.048868 -0.171 -0.073 0.084
H 12.665407 -18.959859 -5.539431 -0.239 0.344 0.075
H 13.350945 -16.454414 -5.495785 -0.802 -0.308 -0.254
H 14.154190 -17.356348 -6.802370 -0.136 0.057 -0.104
C 11.242692 -18.347162 -8.281782 0.141 -0.592 -0.602
C 11.919399 -18.121646 -9.641846 0.379 0.539 -0.657
C 12.207999 -19.356926 -10.537064 0.030 -0.851 1.519
C 12.829473 -20.414132 -9.687033 0.800 -1.363 1.035
N 13.306870 -21.209452 -8.974030 -1.000 1.758 -1.497
H 11.021392 -17.389005 -7.811600 0.084 -0.079 0.059
H 11.926275 -18.937223 -7.671337 0.104 0.221 0.257
H 10.338954 -18.955881 -8.310429 -0.225 0.147 -0.323
H 12.845773 -17.589489 -9.425634 0.320 -0.195 -0.044
H 11.409232 -17.418866 -10.300577 -0.517 0.036 0.224
H 12.873631 -19.202245 -11.386246 -0.078 0.428 0.107
H 11.268159 -19.771032 -10.902192 -0.018 -0.070 -0.051
C 6.076232 -17.907346 -8.509090 0.660 -0.151 -0.663
C 7.150201 -18.620576 -7.701130 -0.635 -0.866 -0.027
C 6.580335 -19.512420 -6.562936 1.186 0.875 0.445
C 5.421184 -20.310781 -6.816778 -4.924 -3.582 -1.846
N 4.491855 -21.030174 -7.047808 4.098 3.238 1.125
H 5.572096 -17.138767 -7.923227 -0.135 -0.062 -0.112
H 5.365531 -18.586322 -8.980239 -0.201 -0.112 0.464
H 6.581809 -17.467834 -9.368937 -0.066 0.502 0.056
H 7.858789 -17.888674 -7.313430 -0.055 -0.035 0.410
H 7.757022 -19.290815 -8.309939 -0.136 0.086 -0.415
H 6.354361 -18.891488 -5.696059 0.053 -0.037 0.207
H 7.347590 -20.239333 -6.296455 0.183 0.132 0.376
C 13.127383 -13.425311 -3.941887 1.758 -0.383 -0.812
C 12.145191 -13.896711 -2.938738 -0.599 0.010 0.897
C 12.068040 -15.454807 -2.684859 -0.548 1.920 -0.765
C 13.269426 -15.979494 -2.093005 3.095 -1.310 1.621
N 14.241300 -16.389459 -1.576540 -2.570 1.003 -1.418
H 13.058042 -13.868521 -4.935295 -0.433 -0.062 -0.193
H 14.126169 -13.717226 -3.617382 0.244 0.072 0.068
H 13.153415 -12.343158 -4.069865 -0.283 -0.051 0.105
H 11.176581 -13.483975 -3.220796 -0.393 -0.464 0.124
H 12.417317 -13.372116 -2.022853 -0.225 -0.310 0.373
H 11.895600 -15.898500 -3.665415 0.033 -0.337 0.045
H 11.222292 -15.679719 -2.035074 -0.005 -0.036 -0.032
C 9.905064 -22.999392 -1.106352 -0.178 -0.297 -0.205
C 10.277663 -21.719076 -1.871398 -0.854 -0.305 0.290
C 11.703032 -21.717568 -2.393420 0.536 0.816 -0.514
C 12.138232 -22.754590 -3.317684 0.666 -3.851 -2.066
N 12.472188 -23.608121 -4.066635 -1.075 2.956 2.387
H 9.905931 -23.883826 -1.743431 0.220 0.075 -0.300
H 8.898660 -22.999455 -0.687736 -0.019 0.442 0.021
H 10.585323 -23.235000 -0.287915 0.149 0.280 0.023
H 10.108876 -20.838646 -1.251344 0.577 -0.014 0.436
H 9.553641 -21.485883 -2.652116 0.048 -0.597 -0.484
H 12.411078 -21.638472 -1.568487 0.095 -0.157 -0.023
H 11.889436 -20.863714 -3.044801 -0.173 0.742 0.401
C 9.980455 -21.569761 -6.059575 0.732 1.051 -0.615
C 10.065676 -22.999467 -6.570033 0.095 -0.228 0.509
C 10.818663 -23.271018 -7.921915 -0.362 0.286 1.161
C 10.304706 -22.448924 -8.998927 -0.899 0.910 -1.793
N 9.885321 -21.807370 -9.874834 0.614 -0.814 1.456
H 9.512625 -21.386654 -5.092255 -0.341 -0.701 0.014
H 9.504326 -20.892705 -6.768800 -0.271 -0.037 -0.212
H 10.970616 -21.132466 -5.931313 0.401 -0.123 -0.075
H 9.052808 -23.400139 -6.610818 -0.006 -0.137 -0.296
H 10.577714 -23.553854 -5.783530 0.089 -0.283 -0.212
H 10.705911 -24.329330 -8.157211 -0.087 0.064 -0.174
H 11.889373 -23.075206 -7.864181 0.041 0.117 0.248
```
Positions in Å, forces in eV/Å.